# 1
84
Properties=species:S:1:pos:R:3:forces:R:3:mulliken_charge:R:1 method="wB97M-V/def2-TZVPD" total_energy_ha=-1701.57940 homo_lumo_gap_ev=8.85 total_charge=-1 lumo_ev=2.27
B -0.921373 0.180342 -1.151089 0.3423 0.5281 0.1456 2.687
H -1.548923 -0.100388 -1.982719 -1.8615 -0.9595 -3.2935 -0.291
H 0.008777 0.591512 -1.511649 3.3101 1.0678 -0.9558 -1.144
H -1.490573 0.950982 -0.654749 -1.8837 3.0099 2.2248 -0.092
H -0.802973 -0.664428 -0.490349 0.8923 -2.8421 2.4254 -2.138
C 1.048077 -0.514178 2.776211 0.3462 -0.4656 -0.2038 -0.985
C 1.193807 -2.027758 2.515221 1.0278 -0.7532 0.3238 1.811
C 2.604837 -2.347188 1.846021 -0.5057 0.1836 0.2065 -1.439
C 3.781787 -2.168608 2.770791 -0.2009 -0.8693 0.6316 -0.592
C 3.569477 -3.097218 3.982621 -0.8101 0.8994 1.2121 -1.391
C 2.287887 -2.874868 4.835111 -0.9587 0.0666 -1.8260 1.602
N 1.140367 -2.849258 3.843741 1.8724 -1.1228 -2.0897 0.057
O -0.062633 -2.737138 4.489321 -0.6798 0.5929 0.1019 -0.455
C 2.104937 -4.128018 5.774331 0.4778 1.2656 -0.1314 -1.853
C 2.340087 -1.572518 5.665411 0.1713 -1.5085 0.8468 -1.693
C 0.140017 -2.532268 1.480321 0.1965 -0.8590 1.1431 -2.083
H 1.951867 -0.088598 3.212251 0.0481 -0.0146 -0.0140 0.319
H 0.232567 -0.293198 3.464841 -0.2504 0.0157 -0.0708 0.635
H 0.866507 0.007502 1.836531 -0.0532 -0.1464 0.0452 -0.472
H 2.661997 -3.370008 1.473661 -0.5807 -0.2272 0.1343 0.538
H 2.792417 -1.743828 0.957831 -0.5313 0.3419 -0.0654 0.373
H 3.926977 -1.103778 2.952871 0.1668 -0.0731 0.5731 0.368
H 4.680527 -2.561168 2.295111 0.1283 0.3246 -0.2600 0.359
H 4.333417 -2.998148 4.753781 0.6219 -0.2428 -0.3521 0.448
H 3.475207 -4.128738 3.643241 0.4092 -0.0180 -0.1705 0.405
H 2.087557 -5.096748 5.274951 -0.5184 0.2982 -0.3826 0.396
H 2.987377 -4.197598 6.410371 0.1495 0.2430 0.1946 0.418
H 1.250837 -3.957468 6.429711 -0.1207 -0.3291 -0.1619 0.394
H 2.751617 -0.699718 5.158491 -0.1812 -0.1409 0.1219 0.293
H 1.385827 -1.415548 6.168251 -0.3646 0.4839 -0.5199 0.453
H 2.915657 -1.857248 6.546171 0.7162 0.4793 -0.0095 0.463
H -0.901723 -2.281718 1.680591 0.1248 0.6107 0.0203 0.377
H 0.116867 -3.620318 1.541281 0.2929 -0.1740 -0.0312 0.535
H 0.433677 -2.284278 0.460341 -0.0574 0.3237 0.2156 0.230
H -0.069703 -1.798328 4.689751 -0.8136 0.4811 0.5930 0.357
C -1.288483 4.712312 -3.092809 0.1622 -0.0248 0.2021 -1.268
C -2.506683 3.812212 -3.135379 0.2705 -0.1819 -1.7404 0.257
C -2.398153 2.764762 -4.328799 0.2281 1.4429 1.8913 -0.293
O -2.365573 3.413722 -5.555349 -0.5681 0.6331 -1.2519 -0.367
C -2.250723 2.516032 -6.641879 0.4438 -1.1070 0.7227 -0.737
N -2.762203 3.124562 -1.869519 0.2549 0.7298 -0.9552 -0.551
H -1.181533 5.321002 -3.990669 -0.2747 0.0196 -0.0140 0.405
H -0.365483 4.134532 -3.044539 0.1247 -0.1788 0.2559 0.110
H -1.362343 5.354982 -2.215529 0.1486 0.0845 -0.0236 0.335
H -3.352893 4.439252 -3.416209 -0.2824 0.0321 0.2806 0.423
H -3.278693 2.152702 -4.133509 0.0122 -0.6781 -0.6854 0.355
H -1.441473 2.251852 -4.229869 -0.0628 -0.7268 0.3562 0.126
H -1.932523 2.962122 -7.584139 -0.3000 0.4693 0.3167 0.282
H -3.122833 1.873972 -6.765539 -0.6131 0.4282 -0.2168 0.314
H -1.509713 1.762522 -6.374999 0.6100 -0.0468 -0.0856 0.282
H -2.092103 2.368972 -1.857399 -0.0651 -0.4978 0.5277 0.153
H -3.681693 2.719662 -1.972989 -0.1106 -0.3851 0.4349 0.357
C -1.258263 -2.952558 -3.069389 3.0888 -0.6022 -0.4369 0.443
O -1.467463 -3.913318 -3.723939 -2.2105 -3.1015 -3.1487 -0.698
N -1.368413 -2.905128 -1.788479 -2.0108 -0.1836 4.9762 -0.046
N -0.409693 -1.995518 -3.403509 1.7168 3.2378 -2.0759 -0.101
H -0.906113 -2.122898 -1.347469 -0.7399 -0.5514 0.7474 0.056
H -1.963343 -3.566928 -1.310799 0.1790 0.4011 0.0710 0.171
H 0.053797 -1.933098 -4.298719 -0.4808 -0.1020 0.2352 0.189
H -0.394713 -1.211618 -2.766829 0.4327 0.3150 -0.7537 -0.276
C 0.730817 3.514312 1.351721 1.9270 1.2643 1.6190 0.642
O 1.431137 4.283682 1.982741 0.7492 0.7432 1.4724 -0.762
N 0.516577 3.714822 0.105431 -1.2282 0.6275 -4.9893 -0.119
N 0.227437 2.409402 1.834131 -1.2768 -2.9131 2.2039 -0.296
H 1.001747 4.469922 -0.357759 -0.3138 -0.2436 0.1153 0.175
H -0.069523 3.074652 -0.411049 0.0544 0.3552 -0.2458 0.024
H 0.526867 2.153972 2.764291 -0.2189 0.0955 -0.2610 0.138
H -0.252663 1.708162 1.288361 0.0181 0.2637 -0.0553 0.120
C 2.557867 1.904012 -2.580879 1.6350 0.2553 1.3245 0.376
O 3.503217 2.356412 -3.142579 3.2466 1.1267 -1.9114 -0.744
N 2.585017 1.523752 -1.314179 0.4112 -0.6135 1.9945 -0.147
N 1.412157 1.746972 -3.124299 -4.4285 -0.2883 -2.8559 -0.039
H 1.667107 1.368802 -0.922349 0.6849 -0.1752 0.9488 0.072
H 3.442857 1.773872 -0.843389 -0.6491 -0.0540 0.5163 0.249
H 1.375047 1.803202 -4.132049 -0.3605 0.1863 0.3673 0.171
H 0.614777 1.560552 -2.533089 -0.1547 -0.3366 -0.7941 0.047
C -4.261273 -0.796318 0.018561 -5.1391 -1.3726 0.8271 0.381
O -5.398563 -1.168918 0.458481 2.0215 1.1383 -1.2350 -0.796
N -3.188863 -0.817758 0.743921 2.5740 -0.4919 2.9742 -0.033
N -3.939553 -0.369948 -1.190679 -0.6111 0.6022 -2.2761 -0.075
H -2.325843 -0.585448 0.273451 0.2578 0.0667 1.0100 -0.097
H -3.282473 -0.931928 1.743071 0.2384 -0.1447 -0.3868 0.182
H -2.944093 -0.241428 -1.303139 -0.4826 0.4028 -1.0005 0.538
H -4.595553 -0.158938 -1.929079 0.1692 -0.3898 0.3868 0.181

# 2
80
Properties=species:S:1:pos:R:3:forces:R:3:mulliken_charge:R:1 method="wB97M-V/def2-TZVPD" total_energy_ha=-1457.83405 homo_lumo_gap_ev=6.58 total_charge=+1 de_lowest_kcal_mol=119.03 lumo_ev=-3.98
O 0.079076 1.289874 0.491255 -0.2840 -0.4968 -0.1040 -0.388
H -0.314684 1.955264 -0.077795 -0.8769 0.9450 -0.7267 0.424
H 0.224386 1.648884 1.369655 0.0749 0.3444 1.1036 0.468
H 0.920426 1.046644 0.098095 1.1397 -0.6707 -0.4391 0.444
C 1.072046 4.440404 6.139455 -0.4653 -1.4750 -3.7328 0.693
O 0.991116 3.575214 5.279715 -0.2162 -0.0423 -1.3465 -0.685
N 1.175856 5.741034 5.984966 0.6666 3.4050 -0.8636 -0.344
N 0.990546 4.150494 7.375886 -0.0623 -1.5609 5.7425 -0.366
H 1.338266 6.238074 6.849065 -0.2171 0.5878 -0.7729 0.140
H 1.130976 6.248444 5.112826 0.2511 -0.4419 0.2598 0.194
H 0.660596 3.238124 7.656635 0.4897 0.2819 0.1017 0.206
H 1.299096 4.855284 8.030236 -0.4709 -0.7928 0.4841 0.162
C 4.671526 0.383394 -4.286945 0.2688 -0.4029 0.0336 -1.472
C 3.528776 -0.228386 -3.404224 1.2647 0.5738 0.7008 0.358
C 3.255836 -1.763446 -3.624464 0.0118 2.2706 -0.1002 -0.738
O 2.163496 -2.224966 -2.851594 0.4904 3.0318 -0.0453 -0.217
C 1.819336 -3.505116 -3.097864 0.0523 -2.4474 0.0052 -0.773
N 3.908176 -0.014656 -1.971565 -0.4187 -0.5502 -0.2275 -0.581
H 5.009506 1.355514 -3.927975 -0.6425 0.2710 0.3802 0.399
H 4.462526 0.565514 -5.341104 -0.3174 -0.4266 -0.0472 0.389
H 5.616276 -0.154886 -4.210634 -0.1281 -0.6430 -0.1345 0.359
H 2.660956 0.395024 -3.619514 -0.4102 -0.4380 0.0561 0.225
H 4.163846 -2.308676 -3.366905 0.1612 -0.2364 -0.0945 0.396
H 3.089586 -1.762926 -4.701714 -0.2922 -0.8940 -0.2164 0.344
H 1.082296 -3.844316 -2.369984 -0.1233 0.2172 -0.0377 0.234
H 2.698846 -4.131286 -2.947955 0.1590 -0.5051 -0.0806 0.329
H 1.445636 -3.710566 -4.100984 -0.1414 0.2141 -0.2588 0.305
H 4.498936 -0.805326 -1.757235 -0.0025 -0.3237 0.5116 0.233
H 4.546336 0.759254 -1.853605 -0.1010 0.4092 -0.2872 0.229
C -9.211624 -3.597146 -1.423105 1.0412 0.3475 1.3989 -1.291
C -7.984334 -2.860866 -0.909795 0.5691 2.4263 0.2142 0.347
C -6.958984 -3.608206 -0.018795 0.0847 -0.0175 -1.1661 -0.744
O -5.835774 -2.723606 0.286935 -2.0122 0.3697 -0.9255 -0.273
C -4.863964 -3.311376 1.049675 0.8162 -1.6490 0.8094 -0.777
N -7.366304 -2.048486 -1.969775 0.6187 -0.2942 -0.1610 -0.675
H -9.811354 -3.699256 -0.518675 -0.1389 -1.2102 -0.0969 0.336
H -8.770724 -4.487226 -1.871955 -1.1631 -0.3959 -0.2765 0.368
H -9.855624 -2.957176 -2.026265 0.6116 -0.1672 -0.5769 0.345
H -8.343254 -2.065956 -0.256045 -0.2303 0.0306 0.3751 0.226
H -6.573264 -4.478006 -0.550554 0.2822 -0.1953 -0.1952 0.372
H -7.506964 -4.012906 0.832106 0.3346 0.3306 0.6344 0.383
H -4.386864 -4.165006 0.568236 -0.1746 -0.4401 -0.4760 0.320
H -5.301894 -3.718876 1.960856 0.1740 0.1441 0.4488 0.311
H -3.989874 -2.700276 1.274685 -0.5572 0.7891 0.0343 0.239
H -7.084814 -2.577536 -2.782784 -0.3794 -0.5395 -0.2944 0.241
H -6.466284 -1.754716 -1.617985 0.1331 0.4731 0.2572 0.271
C -2.045464 4.284684 -3.831254 -1.5937 -0.3892 -1.3277 -1.438
C -2.181834 5.240834 -2.675544 0.3349 -1.1915 -0.8674 0.393
C -3.464214 5.121524 -1.886915 0.9610 -1.7601 0.7042 -0.806
O -3.554194 3.810924 -1.297164 1.0910 0.2434 -1.6716 -0.276
C -4.688824 3.747184 -0.517255 0.5561 -0.1755 1.3380 -0.741
N -1.009304 4.878084 -1.900395 0.4164 1.0168 1.3717 -0.640
H -1.229424 4.515664 -4.515964 0.0053 0.2667 0.0920 0.402
H -2.978854 4.286734 -4.394174 0.0459 0.0735 -0.4611 0.349
H -1.927514 3.240484 -3.541705 0.0892 0.1610 0.4919 0.317
H -2.100584 6.274734 -3.011044 -0.2265 0.1701 -0.2440 0.352
H -4.344984 5.212844 -2.522545 -0.0348 0.8032 0.0820 0.416
H -3.364504 5.773974 -1.019475 -0.6501 0.7948 -0.1978 0.366
H -5.568774 4.097884 -1.056505 -0.3337 -0.4139 0.2055 0.275
H -4.478864 4.369304 0.352795 -0.6438 0.5283 0.3190 0.322
H -4.689684 2.742464 -0.094595 -0.8072 -0.1566 -0.4151 0.242
H -0.946024 5.634814 -1.234455 0.4817 0.0206 0.8322 0.244
H -0.243464 5.084954 -2.525525 0.4677 -0.2360 -0.0633 0.254
C 5.185716 -2.390916 4.899286 1.0326 -0.6324 -1.0035 -1.197
C 5.222956 -2.227876 3.340955 -1.3807 -1.1209 -0.5782 0.262
C 6.290006 -3.050336 2.511156 0.1366 1.4758 1.4108 -0.568
O 6.488366 -2.666976 1.130585 -1.0401 -0.8029 1.0210 -0.279
C 7.790316 -3.010076 0.673976 -0.1586 0.1441 -0.1883 -0.737
N 3.851386 -2.649716 2.900146 0.3755 0.8434 -0.1233 -0.745
H 4.650346 -1.546876 5.334106 0.4269 0.0803 -0.0232 0.305
H 6.224786 -2.504596 5.208345 0.0129 0.5650 0.5672 0.353
H 4.692286 -3.279826 5.292316 -0.1740 -0.2322 -0.5343 0.326
H 5.399586 -1.159176 3.219426 -0.2471 0.0200 -0.6089 0.279
H 5.984716 -4.087546 2.649375 0.3846 -0.3138 -0.4060 0.236
H 7.212616 -2.823346 3.045355 0.4642 -0.5045 -0.0083 0.327
H 7.780166 -3.104886 -0.411845 -0.1556 0.7151 -0.0819 0.249
H 8.165086 -3.997776 0.942466 -0.2377 -0.0769 0.7904 0.312
H 8.443706 -2.218416 1.040685 0.5197 -0.2186 -0.3014 0.326
H 3.780926 -3.637296 3.099656 -0.0931 -0.2098 0.3490 0.279
H 3.775836 -2.626726 1.893235 0.1050 0.3062 -0.3371 0.274

# 3
77
Properties=species:S:1:pos:R:3:forces:R:3:mulliken_charge:R:1 method="wB97M-V/def2-TZVPD" spin_multiplicity=2 total_energy_ha=-1355.21855 homo_lumo_gap_ev="9.54 / 6.81" total_charge=0 de_lowest_kcal_mol=17.44 lumo_ev="0.29 / -2.44"
C -1.166491 0.370922 0.004119 0.5678 0.4920 0.9464 -0.126
O -0.655734 -0.002276 1.301534 -0.5870 0.4666 -2.2297 -0.274
H -1.360377 1.437582 -0.108810 -0.3703 0.2042 0.6328 0.329
H -0.456563 0.208853 -0.806951 0.4852 -0.8014 0.1337 0.154
H -2.072689 -0.179417 -0.248959 0.0151 -0.2623 0.3247 -0.048
C 1.901732 3.566835 -3.866110 -0.8640 -0.4475 -0.0583 -1.355
C 1.735080 2.154193 -3.272732 -0.5466 1.4255 -0.7399 0.470
O 3.025079 1.690592 -3.128868 1.3361 -1.2986 0.1485 -0.559
H 0.958989 3.965250 -4.241055 -0.2819 0.2425 0.6519 0.330
H 2.481390 3.578159 -4.789129 0.5242 -0.4363 0.3029 0.373
H 2.368210 4.189261 -3.102507 -0.1126 0.2465 -0.2706 0.309
H 1.143605 1.500778 -3.914058 -0.1224 -0.0019 -0.2703 0.193
H 1.269326 2.155578 -2.287250 -0.4762 0.4061 0.1457 -0.034
H 2.939121 0.738633 -3.039583 0.5158 -0.1797 0.0906 0.288
C 3.270453 3.336962 1.977461 0.0952 -0.9436 -0.7938 -1.353
C 2.361962 2.246871 1.360255 -0.1832 0.6606 0.4197 0.382
O 1.121299 2.296412 2.032180 -0.3540 0.1860 0.3335 -0.577
H 2.912164 4.355458 1.827851 -0.2054 -0.1751 -0.0757 0.321
H 4.237381 3.231173 1.485578 0.1714 0.2304 0.0213 0.364
H 3.435572 3.166281 3.041279 -0.2122 -0.0830 -0.0380 0.322
H 2.793636 1.250065 1.450462 0.3712 -0.1007 0.2547 0.123
H 2.151403 2.375709 0.298569 0.4801 0.4361 -0.3090 0.181
H 0.500009 1.712090 1.591520 -0.1730 -0.1523 0.2331 0.133
C 2.683831 -3.710531 -0.398060 0.5341 1.4831 0.7008 -1.346
C 1.902484 -2.378983 -0.455358 -0.9053 -0.8941 0.1328 0.211
O 1.290889 -2.146442 0.842149 0.9103 -0.4823 -0.7262 -0.427
H 3.502958 -3.513187 0.293454 -0.0376 -0.4655 0.4046 0.336
H 3.203938 -3.997697 -1.311905 -0.5341 0.1176 -0.2904 0.390
H 2.026299 -4.495821 -0.025143 0.1666 0.0146 -0.0791 0.326
H 1.114115 -2.537787 -1.191129 -0.2750 0.2766 -0.1039 -0.058
H 2.456921 -1.489032 -0.753173 0.4521 -0.1969 0.0158 0.299
H 0.691819 -1.398139 0.789560 -0.2748 0.2503 -0.0263 0.015
C 1.235002 -4.046254 4.164040 0.3872 -1.2202 0.7188 -1.131
C -0.119846 -4.070227 3.446360 1.8355 -0.1492 0.1914 -0.108
O -0.385439 -2.784602 3.029839 -1.3660 1.3134 -0.0512 -0.294
H 2.085334 -3.642264 3.614648 -0.3276 0.1109 -0.5729 0.304
H 1.527048 -5.064504 4.420883 0.0730 -0.2915 -0.0021 0.440
H 1.255232 -3.522159 5.119555 -0.5683 0.2188 -0.0440 0.240
H -0.880139 -4.478605 4.112152 -0.2022 0.3106 -0.1316 0.314
H -0.048769 -4.675711 2.542786 -0.0120 -0.7199 0.1026 0.261
H 0.313535 -2.569002 2.408103 0.0594 0.0858 -0.1786 0.253
C -4.936978 0.310849 -0.025033 -1.1267 2.0662 0.1410 -0.860
C -5.256541 -0.594450 1.110904 0.7150 -1.1026 0.2728 -0.410
O -4.037976 -1.215326 1.495223 -0.1009 -0.4380 0.6489 -0.450
H -4.287152 1.154384 0.207937 0.2761 -0.1628 0.6888 0.220
H -5.882013 0.826276 -0.196312 -0.1164 -0.0105 -1.0936 0.421
H -4.466109 -0.108587 -0.914106 -0.6091 -0.5860 -0.0586 0.278
H -6.032541 -1.320957 0.869862 0.1453 -0.4895 -0.7335 0.255
H -5.740026 -0.197047 2.003327 0.6787 0.9496 0.0130 0.328
H -3.680156 -1.613677 0.698431 0.0911 -0.2447 0.0839 0.267
C -1.308062 -1.193904 -3.496866 -0.5539 0.0668 0.0911 -0.584
C -0.458158 -2.366260 -3.968350 -0.0869 1.7421 -0.5313 0.029
O 0.331985 -1.858995 -5.080860 -0.2905 -0.3571 0.7183 -0.525
H -1.935888 -1.484277 -2.654480 -0.0739 -0.2365 0.0839 0.322
H -1.977949 -0.833838 -4.277704 0.0957 -0.0031 -0.0985 0.416
H -0.725204 -0.346952 -3.134850 0.3217 -0.0473 -0.2284 -0.210
H -1.127105 -3.163766 -4.291790 0.3245 -0.2640 0.1681 0.365
H 0.168110 -2.599373 -3.107225 0.2514 -0.7361 -0.3516 -0.068
H 0.457006 -2.538764 -5.747117 0.0018 -0.1448 0.1251 0.279
C -1.972083 3.067977 -3.313642 0.4436 0.3666 0.1645 -0.647
C -3.156428 3.098557 -2.386853 -1.0471 0.1885 -0.3218 -0.320
O -4.044744 4.192830 -2.700579 0.4621 -0.5689 0.3547 -0.558
H -1.297823 3.909916 -3.156778 0.1141 0.0405 0.3901 0.328
H -2.260761 3.193408 -4.357215 -0.2578 -0.5373 0.0200 0.365
H -1.414699 2.148953 -3.132511 0.1537 -0.0617 -0.3356 -0.004
H -2.913749 3.104811 -1.324230 0.4230 0.2653 0.0989 0.284
H -3.742541 2.186018 -2.495689 -0.1763 0.0185 -0.2886 0.227
H -3.597564 4.978773 -2.378215 -0.1131 0.2565 -0.0508 0.318
C 2.508231 0.619353 4.497428 -0.2238 -0.5238 0.6521 -1.408
C 1.504635 -0.519986 4.318696 0.1038 0.8631 -0.2095 0.806
O 0.366047 -0.320443 5.143277 0.1617 -0.0422 -0.0976 -0.519
H 2.786028 0.652327 5.550921 0.3647 -0.1621 0.2185 0.554
H 2.083637 1.607081 4.317971 0.0127 -0.2099 -0.6145 0.250
H 3.399685 0.376256 3.919238 0.0842 0.4508 -0.0952 0.330
H 1.977225 -1.473011 4.556402 0.0665 -0.0514 -0.1238 -0.135
H 1.180166 -0.523874 3.278117 -0.2018 -0.2155 0.0872 -0.243
H 0.739727 0.020702 5.959113 -0.3021 0.0455 0.2977 0.328